[1]
10
Properties=species:S:1:pos:R:3 method="wB97M-V/def2-TZVPD" gap_ev=9.2 e_above_lowest_kcal_mol=20.0 multiplicity=1 energy_ha=-301.45539 smiles=Oc1ncc[nH]1
O 2.1666 -0.0982 -0.0975
C 0.8307 -0.1819 -0.1464
N 0.0904 -1.2551 -0.0467
C -1.1989 -0.7706 0.0606
C -1.2086 0.5986 0.0119
N 0.1188 0.9525 -0.1937
H 2.4878 -0.9955 0.0572
H -2.0317 -1.4597 0.1519
H -1.6982 1.3328 0.6239
H 0.4432 1.8771 -0.4212

---

[2]
15
Properties=species:S:1:pos:R:3 method="wB97M-V/def2-TZVPD" gap_ev="9.8 / 7.7" e_above_lowest_kcal_mol=133.2 multiplicity=1 energy_ha=-341.79132
C 0.2911 0.3434 -1.0813
C 1.6250 -0.3921 0.8389
C -1.7367 -0.0095 0.5988
N 0.7504 0.6037 0.3132
O -0.1328 1.5575 -1.6229
C -0.7599 -0.6397 -0.7864
N -1.0022 -1.8098 -0.9372
H 0.0247 2.2020 -0.9153
H 1.0628 -0.1057 -1.7294
H 1.9991 -0.0750 1.8127
H 1.1674 -1.3921 0.9521
H 2.4945 -0.5479 0.1686
H -2.6731 -0.4996 0.3717
H -1.7826 1.0630 0.4595
H -1.3277 -0.2980 1.5570

---

[3]
99
Properties=species:S:1:pos:R:3 method="wB97M-V/def2-TZVPD" gap_ev="2.3 / 2.4" e_above_lowest_kcal_mol=0.0 multiplicity=1 energy_ha=-3749.42762
Ta 0.6916 -1.4228 0.5263
C -6.0998 -1.8467 0.2611
C -5.9904 -2.8193 1.3315
C -4.7716 -2.9724 2.0192
C -3.6423 -2.2364 1.5977
C -2.2193 -2.4198 2.0499
N -1.5130 -1.5568 1.0083
C -2.3571 -0.9765 0.1611
N -2.1502 0.0347 -0.6857
C -1.1296 0.2404 -1.4784
C -1.0731 1.1454 -2.5991
C -2.0254 1.8932 -3.1942
C -1.6577 2.8291 -4.1768
C -0.3913 2.8098 -4.6831
C 0.5190 1.8310 -4.2112
C 0.2627 1.0198 -3.1240
C 0.9273 -0.0578 -2.4029
N 2.2044 -0.3475 -2.6562
C 2.8053 -1.1830 -1.8449
N 2.1442 -1.9684 -0.8521
C 2.9056 -3.1115 -0.6355
N 2.5513 -4.2346 -0.0604
C 1.3505 -4.4714 0.4935
N 0.3847 -3.5631 0.8475
C -0.7063 -4.2502 1.5473
N -1.8574 -3.8422 1.8513
C -0.2328 -5.6588 1.7333
C -0.8158 -6.7918 2.3541
C -0.1897 -8.0130 2.1700
C 0.9393 -8.1038 1.3565
C 1.6171 -7.0218 0.8391
C 0.9965 -5.8106 0.9950
C 4.0836 -3.0524 -1.4984
C 5.1192 -3.9436 -1.7239
C 6.2355 -3.4096 -2.4670
C 6.0894 -2.2933 -3.2309
C 4.9379 -1.5163 -3.1826
C 3.9690 -1.8632 -2.2743
N 0.1304 -0.4094 -1.3400
C -3.7441 -1.3745 0.5458
C -4.9519 -1.1196 -0.1404
H -7.0620 -1.7313 -0.2431
H -6.7828 -3.5167 1.5516
H -4.7188 -3.6844 2.8509
H -3.0996 1.7579 -2.9384
H -2.4493 3.4744 -4.5511
H -0.0847 3.4786 -5.4406
H 1.4981 1.7081 -4.7478
H -1.6721 -6.7251 3.0114
H -0.5412 -8.9015 2.7241
H 1.3778 -9.0496 1.0446
H 2.4788 -7.2063 0.2283
H 5.0446 -4.9817 -1.3336
H 7.1821 -3.9127 -2.4449
H 6.8843 -2.0293 -3.9454
H 4.7188 -0.6968 -3.8341
H -4.7799 -0.5365 -1.1037
I 1.4722 -1.7140 5.8186
C 2.4800 -0.8044 4.2459
C 3.5844 -0.0021 4.5425
C 4.2687 0.8068 3.5803
I 6.2307 1.3041 4.1674
C 3.6534 1.1181 2.3387
C 4.0190 2.1305 1.4260
C 3.1916 2.3653 0.2942
C 2.1039 1.5106 0.0593
N 1.8311 0.4479 0.8322
C 2.5063 0.2878 2.0280
C 2.0334 -0.6650 2.9224
O 1.1572 -1.5738 2.4052
H 4.0794 -0.1687 5.4772
H 4.8686 2.7376 1.6074
H 3.2746 3.1574 -0.3752
H 1.4189 1.7103 -0.7671
I -2.9070 -2.9450 5.0301
C -1.8716 -1.9626 3.4031
H -0.8403 -2.1379 3.6355
H -2.0248 -0.7943 3.5741
C -2.4423 8.3187 -2.6490
C -2.4385 7.2986 -1.5505
C -3.1704 6.1116 -1.6345
C -3.0408 5.0512 -0.6928
C -3.6897 3.7066 -0.9160
C -2.1310 5.2786 0.4343
Te -2.0745 3.7554 1.9669
C -1.3345 6.4476 0.4833
C -0.3611 6.6038 1.6240
C -1.4514 7.3962 -0.5207
H -3.4497 8.7169 -2.8165
H -2.1663 7.7712 -3.5366
H -1.7454 9.1222 -2.5140
H -3.8688 5.9718 -2.4394
H -3.9648 3.6428 -1.9546
H -4.5161 3.4753 -0.2009
H -2.9730 2.9348 -0.7182
H 0.1877 5.6755 1.7887
H -0.8851 6.6977 2.6007
H 0.3952 7.4049 1.5096
H -0.7487 8.2211 -0.5641